This record from the Open Molecules 2025 dataset describes a structure of composition C34H26BrCl2EuN7O6. The level of theory is ωB97M-V/def2-TZVPD.

Last column: Mulliken spin population.
Positions of all 77 atoms, in Å:
Eu  -0.00810  0.58174  -0.05399  6.05
Cl  6.91616  -1.12322  0.49129  0.00
C  5.25145  -0.92431  0.88206  0.00
C  4.33445  -0.67789  -0.12513  0.00
C  2.98341  -0.50901  0.15740  0.00
N  2.03113  -0.31238  -0.87232  0.00
C  2.34385  0.42680  -1.90201  0.00
O  3.36686  1.17257  -2.07835  0.00
C  1.34035  0.43128  -3.02213  -0.01
C  1.76063  0.21704  -4.33096  0.00
C  0.84691  0.37390  -5.35917  0.00
C  -0.43095  0.80846  -5.03727  0.01
C  -0.76342  0.98079  -3.70378  0.00
N  0.08093  0.75818  -2.69555  -0.01
C  2.52281  -0.60137  1.49871  0.01
C  3.47210  -0.84314  2.49811  0.00
C  4.81328  -1.00088  2.20030  0.00
Cl  5.93410  -1.28866  3.47132  0.00
N  1.15516  -0.43350  1.71813  -0.01
C  0.66918  -0.38197  2.97400  0.00
O  1.25421  -0.48565  4.04533  0.00
C  -0.83781  -0.18684  3.02992  -0.01
C  -1.42012  -0.28162  4.29304  0.00
C  -2.78789  -0.15566  4.42433  0.00
C  -3.53531  0.04683  3.27215  0.00
C  -2.87553  0.15454  2.06073  0.01
N  -1.54819  0.05803  1.91472  0.00
H  4.67790  -0.63406  -1.14477  0.00
H  2.78570  -0.06748  -4.51614  0.00
H  1.13055  0.19842  -6.38697  0.00
H  -1.15404  1.02229  -5.80893  0.00
H  -1.74849  1.33567  -3.43701  -0.01
H  3.15036  -0.89266  3.52599  0.00
H  -0.76521  -0.44965  5.13584  0.00
H  -3.26066  -0.21438  5.39206  0.00
H  -4.61090  0.12906  3.31195  0.00
H  -3.44863  0.32623  1.15874  0.00
C  -0.92751  -2.74400  -1.24509  0.01
O  -1.37696  -1.39598  -1.13217  -0.02
C  -2.56103  -1.06698  -1.75842  -0.13
C  -3.32268  -1.89357  -2.56405  0.32
C  -4.48848  -1.39132  -3.13969  -0.10
Br  -5.52776  -2.54762  -4.23305  0.00
C  -4.89750  -0.08725  -2.95715  0.16
C  -4.13447  0.76217  -2.15333  0.09
C  -2.97027  0.26480  -1.54037  0.20
O  -2.19275  1.03857  -0.75766  0.00
C  -4.44381  2.16149  -1.93789  0.15
N  -3.66755  2.91781  -1.18261  0.09
C  -4.18059  4.18180  -1.20572  -0.05
C  -3.72916  5.35415  -0.60671  0.07
C  -4.46191  6.49600  -0.84058  -0.02
C  -5.60920  6.48207  -1.64176  0.04
C  -6.07099  5.32945  -2.24381  0.01
C  -5.34004  4.17300  -2.01630  0.01
N  -5.47499  2.87700  -2.45882  0.05
H  -1.66700  -3.43995  -0.83758  0.00
H  -0.01008  -2.79526  -0.65425  0.00
H  -0.71112  -2.99865  -2.28692  0.00
H  -3.04041  -2.91380  -2.76296  0.04
H  -5.79679  0.25669  -3.43953  0.04
H  -2.65053  2.02441  -0.78826  0.02
H  -2.83772  5.35348  -0.00116  0.00
H  -4.14295  7.42838  -0.40224  0.00
H  -6.14474  7.40449  -1.79730  0.01
H  -6.95127  5.32908  -2.86793  0.00
H  -6.20388  2.52665  -3.05628  0.00
N  3.37766  3.25931  -0.69896  0.00
C  2.07272  3.80258  -1.09825  0.00
C  1.00623  2.92055  -0.41463  0.00
O  -0.14329  2.84836  -0.87644  0.00
O  1.38697  2.28217  0.59256  -0.01
H  3.49495  2.22026  -1.26385  0.00
H  3.34512  3.04612  0.30505  0.00
H  4.16387  3.86462  -0.92885  0.00
H  1.95206  3.75340  -2.18216  0.00
H  1.92477  4.83687  -0.77271  0.00

Its total charge is 0. The expectation value of S² is 15.7809. As for the spin multiplicity: 8.

***

This record from the Open Molecules 2025 dataset describes the ion C5H9ClN2 with charge +2. The level of theory is ωB97M-V/def2-TZVPD.

Last column: natural (NBO) charge in e.
Positions of all 17 atoms, in Å:
C  0.33203  1.95495  0.05194  0.00
C  1.00908  0.83988  -0.14506  0.00
C  -1.17545  0.32790  0.03574  0.51
C  0.35460  -0.99309  1.25246  -0.42
C  0.20254  -1.25441  -1.25403  -0.37
N  -1.01321  1.61838  0.18541  -0.45
N  0.13470  -0.30708  -0.04319  -0.29
Cl  -2.57804  -0.67330  -0.12004  0.31
H  0.56366  3.00754  0.05390  0.31
H  2.04926  0.76462  -0.17350  0.29
H  -0.54853  -1.55560  1.35266  0.24
H  1.31246  -1.66795  1.39034  0.32
H  0.43054  -0.18556  1.97502  0.25
H  -0.15272  -2.19616  -1.08005  0.26
H  -0.32212  -0.75271  -1.98669  0.23
H  1.17708  -1.34206  -1.62585  0.27
H  -1.77588  2.41465  0.13096  0.53

Its total charge is +2. Its SMILES is C[N+]1(C)C=C[NH+]=C1Cl. As for the spin multiplicity: 1.

***

This record from the Open Molecules 2025 dataset describes a cluster of 7 separate species, H14O7 in total. The level of theory is ωB97M-V/def2-TZVPD.

Last column: Mulliken spin population.
Positions of all 21 atoms, in Å:
O  9.70209  -21.67345  -9.10819  -0.20
H  8.98221  -21.04972  -9.01345  0.12
H  9.28650  -22.53258  -9.03465  0.04
O  8.37760  -22.37831  -6.32632  -0.48
H  8.94128  -21.60706  -6.26576  0.23
H  8.16427  -22.59158  -5.41789  0.09
O  12.05792  -19.75971  -9.11636  0.09
H  11.89086  -20.13022  -8.24973  -0.02
H  12.91808  -19.34692  -9.03913  -0.02
O  7.19650  -24.11417  -8.39289  0.68
H  6.26596  -24.23280  -8.20247  -0.14
H  7.56273  -23.75406  -7.58516  0.08
O  7.42967  -19.33264  -8.77229  0.48
H  6.95023  -19.43801  -7.95054  -0.12
H  6.87673  -19.75633  -9.42877  -0.11
O  11.23132  -22.92748  -7.35595  0.25
H  12.14670  -22.66539  -7.45400  -0.13
H  10.73562  -22.23775  -7.79731  0.11
O  8.66994  -24.68570  -10.66330  0.10
H  8.11433  -24.33629  -9.96656  -0.04
H  9.41045  -25.08169  -10.20390  -0.01

Its total charge is -1. The expectation value of S² is 0.7505. As for the spin multiplicity: 2.

***

This record from the Open Molecules 2025 dataset describes the ion C11H13ClN with charge +1. The level of theory is ωB97M-V/def2-TZVPD.

Last column: natural (NBO) charge in e.
Positions of all 26 atoms, in Å:
C  -2.95576  0.02897  -0.13334  -0.15
C  -2.62800  -1.33866  0.04774  -0.17
C  -1.92668  0.92795  -0.12478  -0.18
C  -1.39645  -1.81740  0.09085  -0.21
C  -0.58562  0.39562  -0.01556  -0.02
C  -0.35692  -0.96532  0.05685  0.09
C  1.74710  -0.21157  0.04670  0.40
C  0.67148  1.16899  0.06581  -0.01
C  0.86493  1.98460  -1.19232  -0.64
C  0.85942  2.02910  1.24700  -0.64
C  1.41599  -2.66893  -0.09142  -0.42
N  1.03680  -1.25623  0.03740  -0.30
Cl  3.48328  -0.20134  -0.07737  0.14
H  -3.96467  0.25524  0.02034  0.23
H  -3.42264  -1.96272  0.18791  0.23
H  -2.19939  1.88628  -0.30578  0.23
H  -1.17833  -2.90334  0.10901  0.23
H  1.81916  2.54676  -1.29212  0.25
H  0.29055  2.89959  -1.01279  0.25
H  0.66255  1.25655  -2.02105  0.23
H  1.97021  2.41878  1.15602  0.23
H  0.83228  1.51960  2.30323  0.24
H  0.31958  2.93632  1.26293  0.25
H  2.39586  -2.76620  0.17708  0.24
H  1.36193  -2.98071  -1.17680  0.26
H  0.88333  -3.18194  0.63444  0.24

Its total charge is +1. Its SMILES is C[N+]1=C(Cl)C(C)(C)c2ccccc21. As for the spin multiplicity: 1.

***

This record from the Open Molecules 2025 dataset describes a structure of composition C4H2O2Sr. The level of theory is ωB97M-V/def2-TZVPD.

Last column: natural (NBO) charge in e.
Positions of all 9 atoms, in Å:
O  -1.53728  0.38827  -2.02403  -0.29
C  -0.59352  -0.02145  -1.56001  0.71
C  0.34078  -1.15221  -0.35308  -0.79
C  0.91621  -0.61191  -1.45740  -0.24
H  1.77586  0.05288  -1.57393  0.31
H  1.20924  -1.99706  -0.86870  0.35
O  -0.92654  1.47941  2.76278  -0.74
C  -1.45915  2.46378  2.95244  0.75
Sr  0.27441  -0.60171  2.12192  1.94

Its total charge is +2. As for the spin multiplicity: 1.

***

This record from the Open Molecules 2025 dataset describes a cluster of 2 separate species, C20H42FN6O6P2 in total. The level of theory is ωB97M-V/def2-TZVPD.

Last column: Mulliken charge in e.
Positions of all 77 atoms, in Å:
C  7.83308  1.50500  1.15880  -0.72
C  7.85935  2.76112  0.17563  -0.26
O  6.50267  3.20699  -0.04951  -0.41
C  5.69966  2.18508  -0.67811  0.03
C  4.58225  2.80338  -1.66964  -0.66
C  3.70670  1.54748  -2.20565  -0.65
C  2.43356  1.37751  -1.23673  -0.27
C  1.63913  -0.00814  -1.50079  -1.43
N  0.58349  -0.21207  -0.41981  0.27
C  0.89972  -1.25855  0.54972  -0.17
C  2.18485  -0.97696  1.49371  0.26
O  2.11784  -0.98062  2.74311  -0.52
N  3.54159  -0.76595  0.92972  0.53
C  4.49182  -0.40492  2.04560  -0.90
C  4.08032  -2.06909  0.40022  -1.12
C  -0.46307  0.57531  -0.59307  0.82
N  -0.68283  1.56008  -1.65081  -0.43
C  -1.96853  2.16831  -1.49792  0.15
P  -2.87555  3.46483  -2.55007  0.28
N  -3.89310  2.63747  -3.75105  -0.64
O  -4.01469  4.16450  -1.47949  -0.46
N  -2.44550  1.51273  -0.31997  0.35
F  -3.64637  1.72447  0.25594  -0.23
N  -1.59044  0.59230  0.25366  0.13
P  -2.22665  -0.13258  1.72769  -0.01
C  -2.54198  -2.01573  1.48510  -0.94
C  -0.85238  0.12847  3.05093  -0.34
C  -0.71113  -1.07922  4.07343  -1.01
H  6.98393  1.66222  1.90265  0.17
H  8.80256  1.34336  1.74009  0.40
H  7.59391  0.53404  0.59092  0.13
H  8.43197  2.57051  -0.79849  0.26
H  8.38948  3.60687  0.73061  0.32
H  5.12098  1.55766  0.08108  -0.25
H  6.36325  1.46771  -1.26408  0.34
H  3.95288  3.51778  -1.03051  0.27
H  5.11056  3.34748  -2.52285  0.36
H  4.34971  0.61654  -2.28380  0.34
H  3.30466  1.87362  -3.21657  0.33
H  2.70888  1.49066  -0.12748  0.26
H  1.76803  2.28795  -1.45867  0.42
H  1.16260  -0.00126  -2.54362  0.56
H  2.38593  -0.86376  -1.47876  0.22
H  1.22932  -2.18008  -0.06039  0.45
H  0.09188  -1.63155  1.23364  -0.59
H  4.66797  -1.27344  2.75335  0.36
H  4.18847  0.56031  2.55322  0.36
H  5.49926  -0.19459  1.53780  0.11
H  5.15867  -1.86735  0.06137  0.32
H  4.14316  -2.88789  1.18526  0.39
H  3.53211  -2.45401  -0.51424  0.36
H  -3.39344  1.82314  -4.14690  0.32
H  -4.66022  2.21432  -3.18598  0.29
H  -4.72394  4.61059  -1.98695  0.34
H  -1.68659  -2.65876  1.85352  0.33
H  -3.54349  -2.27931  1.96015  0.36
H  -2.64817  -2.15838  0.35895  0.30
H  0.10288  0.47294  2.55082  0.25
H  -1.23010  1.02912  3.65723  0.41
H  -0.56264  -2.10288  3.61663  0.23
H  0.23052  -0.87476  4.69920  0.30
H  -1.57153  -1.03580  4.83127  0.38
C  -8.15453  -4.63722  -0.72661  -1.09
C  -8.85006  -3.40353  -0.18341  -0.16
O  -7.89772  -2.40771  0.21674  -0.37
C  -7.34862  -1.70166  -0.77907  0.72
O  -7.58894  -1.82250  -1.95396  -0.55
O  -6.45779  -0.84806  -0.24474  -0.34
C  -5.72832  -0.10107  -1.21304  -0.72
H  -7.42320  -5.01352  -0.00692  0.29
H  -8.87859  -5.42483  -0.94247  0.36
H  -7.60951  -4.41153  -1.64570  0.31
H  -9.41602  -3.67093  0.71098  0.29
H  -9.56115  -2.99099  -0.90366  0.31
H  -6.39703  0.40850  -1.91024  0.40
H  -5.04291  -0.76068  -1.75152  0.35
H  -5.14288  0.65158  -0.68549  0.18

Its total charge is +1. As for the spin multiplicity: 1.

***

| no. | F_max (eV Å⁻¹) | calculated total energy (eV) |
| --- | --- | --- |
| 1 | 3.47 | -172815.841 |
| 2 | 3.25 | -20812.597 |
| 3 | 1.19 | -14559.419 |
| 4 | 5.36 | -25622.061 |
| 5 | 9.14 | -9086.268 |
| 6 | 7.24 | -63928.630 |